The following is a DFT calculation (the ωB97M-V functional and the def2-TZVPD basis) of a structure of composition C14H17BClCoF14O5P2S in a non-equilibrium geometry.

Calculated values
Expectation value of S² = 3.759
HOMO level (alpha / beta) = -11.529 / -12.158 eV
Orbital gap (alpha / beta) = 6.150 / 6.777 eV
Strongest force on any atom = 0.0218 hartree/bohr
DFT total energy = -5266.52348 Eh

ORCA input file:
```
! RIJCOSX wB97M-V def2-TZVPD def2/J DEFGRID3
* xyz 1 4
H 2.6322 2.9005 -0.5681
H 1.4577 1.8852 -3.2068
H 2.8162 1.2691 -1.1148
C 0.8694 -1.9878 -1.4606
S -1.7227 1.0869 1.7212
B 0.7327 1.7348 -0.3565
H -1.9525 -0.0470 -0.7360
C 2.5011 -1.9815 -3.5937
O 0.8018 0.7747 0.7553
F -4.3594 -2.0037 0.6609
H -0.0150 3.6361 -2.2400
F 2.1159 -0.7332 -3.7885
C 1.4875 -2.7575 -2.6840
C -0.4458 -1.1418 -1.6556
C -0.2594 -1.1474 1.7044
O 1.7993 5.1907 2.4745
H -2.0265 -3.4654 3.2846
F 0.5172 -3.2775 -3.4143
H 0.8715 4.1995 -3.6637
F -3.8026 -3.9832 1.3283
F 2.6029 -2.5901 -4.7412
F -4.2042 -2.8453 4.0303
O -0.3867 1.2492 -1.1787
F 1.8831 -1.2445 -0.8892
P 1.3247 3.6812 2.4390
C -0.8556 0.0301 -0.6838
F 2.2116 -3.7737 -2.1200
H -1.8013 -1.7810 3.7552
C -0.4088 0.0813 0.8085
O 2.7008 2.9340 2.0959
F 0.5798 -2.9808 -0.5303
F -1.4430 -2.0616 -1.6067
C -3.6828 -2.2375 2.9314
C 1.8999 2.6370 -2.5452
C -4.4118 -2.8435 1.6956
Cl 1.5902 5.2425 -1.6733
C 2.1026 2.1051 -1.1121
Co 2.3592 -2.7605 0.5768
F -5.6670 -3.1273 1.9433
O 0.5258 3.1304 3.5396
C -2.1705 -2.4308 2.9505
H 0.7167 -1.6255 1.4874
H -1.1283 3.6394 1.1289
F -4.0318 -0.9266 2.9900
H 2.6409 2.0089 2.3927
C 0.9841 3.8497 -2.6338
H -0.9601 -3.1495 1.3359
F 3.6842 -1.9414 -2.9974
H -0.1242 -0.7669 2.7264
H 2.7574 5.3107 2.5878
H 2.8802 2.9009 -2.9676
F -0.3792 -0.6660 -2.9094
H -2.0821 -1.9282 0.8218
H -2.4917 1.4040 0.6738
P 0.1634 3.5131 0.5982
C -1.3972 -2.1885 1.6330
*
```

=====

The following is a DFT calculation (the ωB97M-V functional and the def2-TZVPD basis) of a cluster of 3 separate species, C4H14NO3 in total in a non-equilibrium geometry.

Calculated values
HOMO level = -3.845 eV
Orbital gap = 7.873 eV
Energy above the lowest of the compared OMol25 structures with the same formula, charge and spin = 16.9 kcal per mole
Strongest force on any atom = 0.0461 hartree/bohr
DFT total energy = -441.29179 Eh

ORCA input file:
```
! RIJCOSX wB97M-V def2-TZVPD def2/J DEFGRID3
* xyz -1 1
H -1.2149 -1.9941 -0.9090
H 1.4115 1.8459 0.7956
H -3.0445 0.2987 -0.2766
H -1.0020 1.4054 1.3519
O -1.6761 2.0911 1.7345
H 2.7851 -0.8628 0.6107
C 1.6744 -0.2513 -1.1730
C 2.3805 0.0287 0.1157
O 0.1485 0.2855 1.1459
N -0.5425 -1.2410 -1.0217
H 1.0475 -2.0323 -2.1640
C 1.4275 0.7879 1.1267
H 2.3625 -0.2526 -2.0343
C 0.8562 -1.5842 -1.1870
H 3.2620 0.6925 0.1112
H -2.7122 -0.7394 -1.4005
H 0.9785 0.5346 -1.4724
H 1.2559 -2.1604 -0.3443
H -1.8008 1.6623 2.5847
O -3.4373 -0.3426 -0.8810
H -0.5234 -0.5898 -0.2182
H 1.9366 0.7654 2.1135
*
```

=====

The following is a DFT calculation (the ωB97M-V functional and the def2-TZVPD basis) of a structure of composition C29H32N3Rh.

Calculated values
HOMO level = -14.456 eV
Orbital gap = 7.211 eV
Strongest force on any atom = 0.0194 hartree/bohr
DFT total energy = -1398.60670 Eh

ORCA input file:
```
! RIJCOSX wB97M-V def2-TZVPD def2/J DEFGRID3
* xyz 2 1
H 0.0250 -7.9856 -1.8763
C 0.9246 -4.7113 -1.2240
C -0.6000 1.5002 -2.8811
H 0.3181 -5.5423 -3.7585
H -6.9719 -2.4757 2.5032
C -0.1326 2.7892 -2.6721
C 2.3404 -6.7414 -1.1939
H -4.3814 -3.6740 3.6999
C -6.0371 -1.9478 2.3210
C 1.0680 -6.1124 -1.7888
C 1.9237 -3.7537 -1.4462
N 0.7325 -2.1340 -0.1966
H -4.0956 -4.8209 2.3798
H -2.7426 -4.0419 0.7032
H -1.9875 0.6855 1.6455
C -3.4431 -0.9004 1.7123
C 1.7282 3.7070 1.2508
H 2.2788 -6.8001 -0.1062
C 1.7760 1.5481 2.9276
N -1.2036 -1.0928 0.9578
C -3.6789 -2.2556 1.4709
H -5.7092 -1.5285 3.2738
C 2.2622 2.7502 3.3950
C 1.2511 2.4748 0.8385
H -0.2621 3.5414 -3.4376
H -5.7089 -2.7178 -0.3088
C -4.7796 -4.0614 2.7611
C -5.5530 -3.5056 0.4297
H 1.2945 -7.0129 -3.7355
H 3.2373 -6.1824 -1.4617
C 1.1998 -6.0109 -3.3184
N 1.2886 1.4231 1.6865
H -6.2542 -1.1343 1.6263
C -0.1831 -4.3058 -0.4850
H -4.8865 -4.2568 0.0043
H 2.5631 -1.7343 -1.0695
C 0.4884 3.1215 -1.4800
H -1.0586 -6.6042 -1.8729
H -1.0925 1.2437 -3.8088
H 1.7775 0.6616 3.5494
C 0.6593 2.1715 -0.4785
H 2.6056 4.8007 2.8676
Rh 0.6077 -0.3711 0.7341
H -0.2512 -7.1242 -0.3712
H 1.7031 4.5536 0.5813
C -0.2627 -3.0148 0.0018
C -2.2050 -0.3561 1.4497
H 2.0813 -5.4444 -3.6188
H 2.4528 -7.7530 -1.5824
H -1.0040 -4.9808 -0.2960
C -1.4064 -2.4017 0.6732
C -0.4334 0.5352 -1.8946
C -0.1317 -6.9965 -1.4490
H 0.8326 4.1351 -1.3233
C -2.6207 -2.9938 0.9373
C -5.0116 -2.9272 1.7485
C 0.2068 0.8647 -0.7164
C 1.7997 -2.4892 -0.9260
C 2.2332 3.8411 2.5344
H -0.7914 -0.4740 -2.0584
H -5.7301 -4.5502 2.9719
H 2.6511 2.8287 4.3990
H -6.5118 -3.9870 0.6187
H 2.8040 -3.9947 -2.0238
H -4.2145 -0.2604 2.1111
*
```

=====

The following is a DFT calculation (the ωB97M-V functional and the def2-TZVPD basis) of a structure of composition C34H37F6N2OPdSSbSi in a non-equilibrium geometry.

Calculated values
Expectation value of S² = 0.754
HOMO level (alpha / beta) = -3.600 / -5.309 eV
Orbital gap (alpha / beta) = 5.897 / 7.601 eV
Energy above the lowest of the compared OMol25 structures with the same formula, charge and spin = 18.7 kcal per mole
Strongest force on any atom = 0.0277 hartree/bohr
DFT total energy = -3157.79452 Eh

ORCA input file:
```
! RIJCOSX wB97M-V def2-TZVPD def2/J DEFGRID3
* xyz -1 2
H 0.6893 -1.5283 3.0990
C -4.0667 -0.0075 -3.0220
F 2.4344 -0.7461 1.4702
C -1.3990 -0.6523 -2.4358
Si 0.3638 -1.0046 -1.7466
C -1.7835 4.1182 0.2340
C 1.8928 2.4075 1.5474
H 0.6828 0.0909 3.3149
C 0.5434 2.2884 1.8376
H 2.2714 -3.1321 -0.8337
C 0.8656 -2.7493 -2.3976
H 2.5361 1.6785 -5.4702
H 2.9973 3.4438 4.5735
C -2.9356 2.5215 1.6103
H 1.9966 -6.1828 -3.8117
H -1.5397 0.1403 4.0116
H -2.9536 -2.7108 0.2200
C -3.0899 0.9752 -3.0200
C -2.0188 -1.8944 3.4663
Pd 0.1632 -0.5959 0.5389
S -0.5100 1.6712 0.4839
H -0.9821 2.5368 3.3232
C -2.3938 -1.6273 -2.4518
C -3.9524 3.4377 1.8223
F 6.2220 -1.2874 1.7721
H 0.5853 3.2957 5.0589
C -1.7754 0.6534 -2.7397
H -0.8397 -3.5032 -0.1543
Sb 4.3487 -0.9964 1.5767
C 2.2367 -4.7338 -2.2451
C 2.7805 2.8170 2.5295
H -2.7445 6.0173 -0.0097
C 3.4710 2.0260 -3.5761
H -4.4641 -2.0919 -2.7471
H 0.2598 -4.8685 -4.9774
F 3.9928 -2.7640 2.2522
H 2.5945 0.5003 -0.6974
H -2.7228 -3.7861 1.6207
C 1.8285 -3.5098 -1.7438
O 0.1151 2.1983 -0.7238
C 1.6297 0.1846 -2.5698
H 2.9971 -5.3040 -1.7296
F 4.3824 -1.6396 -0.2100
H -0.9371 4.3368 -0.3998
C 3.4873 1.6936 -2.2323
N 0.0970 -0.6986 3.0514
C 0.0721 2.6090 3.1008
C 1.6762 -5.2295 -3.4107
H -2.1303 -2.6522 -2.2331
C -2.4878 -1.6449 2.0246
C -1.0300 -0.8272 3.9575
C 1.6331 0.5169 -3.9184
C 2.3136 3.1271 3.7974
H -0.7181 -1.0995 4.9796
C -3.7082 -1.3166 -2.7456
H -5.0975 0.2445 -3.2327
C 2.5491 1.4269 -4.4176
H 4.2059 2.1485 -1.5653
F 4.1827 -0.2947 3.3720
H 4.1770 2.7454 -3.9703
H -0.4380 -2.6894 -4.0889
H -1.8198 -0.8927 1.5540
H -2.9843 1.5279 2.0324
C 0.7062 -4.4905 -4.0665
H 2.2301 2.1916 0.5446
H -1.0228 1.4263 -2.7322
H -4.8032 3.1701 2.4357
F 4.6997 0.7754 0.9726
H -0.3788 -3.3912 1.4204
H 3.8345 2.8811 2.3036
C -1.8455 2.8743 0.8334
H -3.5156 -1.2761 2.0079
H -3.3583 2.0030 -3.2250
C -3.8763 4.6963 1.2461
H 0.9130 0.0617 -4.5856
C 0.9589 3.0310 4.0783
H -4.6678 5.4105 1.4196
C 2.5777 0.7757 -1.7444
C 0.3116 -3.2633 -3.5639
C -2.3529 -2.8732 1.1175
C -2.7960 5.0363 0.4448
H -1.5354 -2.8728 3.5348
N -0.9615 -2.9756 0.7013
H -2.8689 -1.9125 4.1541
*
```

=====

The following is a DFT calculation (the ωB97M-V functional and the def2-TZVPD basis) of a structure of composition C22H45BN7PPtS3.

Calculated values
Expectation value of S² = 6.033
HOMO level (alpha / beta) = -13.069 / -13.731 eV
Orbital gap (alpha / beta) = 8.714 / 5.537 eV
Strongest force on any atom = 0.0088 hartree/bohr
DFT total energy = -2928.19067 Eh

ORCA input file:
```
! RIJCOSX wB97M-V def2-TZVPD def2/J DEFGRID3
* xyz 2 5
H -4.2317 0.9397 2.4235
C -3.8823 1.9980 -2.6527
H 1.3059 1.0180 1.3967
H 1.6759 -1.6227 1.0957
H -1.3331 -4.4578 2.8234
H 3.7585 2.5154 -5.2588
C -3.8587 -0.3188 -1.6510
H -3.5190 -2.5074 2.1111
H 4.5516 2.9084 -2.9875
H -3.1359 3.6978 -3.8604
H 6.8766 -1.4125 -1.7197
N 3.7711 0.3363 -0.3086
S 2.2121 -1.0575 -2.0163
H 1.2861 2.1111 -6.4213
C -2.0998 0.7446 -3.0899
C 1.2383 2.3888 -3.2145
C -3.4695 0.3706 1.8837
H 3.3751 3.7524 -1.9724
H 6.2198 -0.9613 -0.1521
Pt 0.3538 0.0149 -1.0177
H -1.0355 1.5023 -5.7570
C 3.6011 2.8164 -2.4718
H -3.1466 0.9709 1.0291
H -3.2385 -0.4959 -0.7827
H 0.7042 1.6220 2.9316
H 2.2894 0.8734 2.8635
H 2.9206 0.6755 0.1024
H -3.9027 -1.2215 -2.2506
H -1.0752 1.4953 4.0838
H -3.5020 0.0240 4.6319
H -3.9395 -0.5386 1.5190
H -1.1410 3.4288 -5.1749
C 1.2690 0.8194 2.4674
N -1.9487 1.9209 -3.7186
C -1.0821 -3.4112 3.0202
H 4.6447 0.5678 0.1356
H -0.0406 -3.3857 3.3320
H -0.9905 -4.1187 0.2241
P -0.9576 -0.7972 1.9630
C 1.5580 2.2343 -5.3824
S 0.5686 2.4540 -1.6359
C -1.7837 1.5178 3.2587
H 2.7060 -1.3292 2.5007
C 3.7012 -0.5657 -1.2825
C -2.3027 0.1218 2.8629
H 1.6624 -0.7630 4.6972
S -0.9981 -0.5664 -3.0808
C 2.7779 2.4273 -4.8137
H 0.2051 -1.7452 4.5916
N -0.8693 -0.0526 0.4601
H -1.3424 2.0496 2.4118
C -2.7914 -0.6263 4.1134
C -2.8251 -2.8005 1.3286
H -0.4432 -2.5424 -0.2843
N 0.6162 2.2227 -4.3910
C -3.0373 2.7031 -3.4521
H 0.0872 0.0050 4.8052
H 1.5250 -2.6271 2.5347
H 6.4204 0.2661 -1.4317
C 0.6398 -0.7883 4.3058
H 3.6585 2.0268 -1.7293
C 0.7182 -0.5897 2.7852
C -1.3478 -2.6302 1.7253
N 2.5701 2.5084 -3.4670
B -0.9128 2.2873 -4.8452
N -3.2938 0.7797 -2.4424
H -4.8602 -0.0383 -1.3399
H 0.5083 -3.4707 0.8773
H -2.9858 -3.8645 1.1380
C 6.1573 -0.7716 -1.2242
H -1.7034 -3.0775 3.8517
C 1.6967 -1.6120 2.1817
H -2.6445 2.1019 3.5930
H -1.9876 -0.8501 4.8165
H 4.7346 -1.7523 -2.4927
H -3.0716 -2.2676 0.4088
H -3.3163 -1.5510 3.8808
H -4.8377 2.2669 -2.2267
N 4.8216 -1.0924 -1.7368
C -0.5014 -3.2043 0.5706
*
```

=====

Q: Which of these has the lowest strongest force on any atom?
A: C22H45BN7PPtS3